C30H90O30 | ωB97M-V/def2-TZVPD

XYZ file:
```
150
Properties=species:S:1:pos:R:3:forces:R:3
C 8.1372 -16.4656 -0.2717 2.175 -0.683 1.538
C 9.1933 -17.3308 0.5361 -1.476 -0.757 -0.408
O 8.9430 -17.5534 1.9616 -0.185 0.718 -1.063
O 8.3592 -15.1282 0.0672 -0.451 1.248 0.286
H 7.0968 -16.7006 -0.0471 0.199 -0.631 -0.250
H 8.4243 -16.6079 -1.3136 -0.396 -0.154 -0.181
H 10.2256 -16.9982 0.4273 -0.228 0.341 -0.325
H 9.1096 -18.3017 0.0477 0.321 -0.343 0.392
H 9.2197 -16.7542 2.4158 -0.100 0.111 0.140
H 7.5612 -14.8458 0.5198 0.190 0.468 0.025
C 13.6555 -16.8075 2.0610 0.852 0.858 -2.103
C 13.3125 -15.3493 1.7059 1.089 -0.643 -0.211
O 12.9746 -14.6225 2.8747 -0.595 -0.041 -0.242
O 12.5306 -17.6099 2.2137 -0.811 -0.280 0.998
H 14.4109 -16.8357 2.8463 -0.365 -0.058 0.544
H 14.1207 -17.2732 1.1923 0.474 0.340 -0.243
H 12.5640 -15.2652 0.9181 -0.442 -0.357 0.192
H 14.1824 -14.9037 1.2233 0.369 0.111 0.310
H 12.0465 -14.4063 2.7585 -0.025 0.318 0.399
H 12.0162 -17.2119 2.9198 -0.391 -0.276 0.321
C 16.7306 -21.4454 1.5077 -1.131 0.915 -1.036
C 15.4369 -20.6615 1.2305 0.723 -0.221 -0.049
O 14.2936 -21.2265 1.8404 -0.316 -0.332 -0.134
O 17.2265 -21.1940 2.7785 0.166 -0.361 0.987
H 17.4495 -21.1102 0.7600 0.215 -0.149 -0.251
H 16.5031 -22.5028 1.3721 0.037 -0.129 -0.206
H 15.3143 -20.6961 0.1480 -0.382 -0.077 -0.029
H 15.4660 -19.6103 1.5172 0.526 0.117 0.007
H 14.2980 -21.0052 2.7746 0.061 -0.013 0.161
H 17.5159 -22.0577 3.0817 0.235 0.199 0.546
C 4.7742 -18.3792 0.0821 -0.084 0.174 -1.833
C 5.2214 -18.1976 1.4916 -0.628 -0.798 0.050
O 4.1571 -18.5017 2.3963 0.574 0.314 -0.075
O 4.3754 -19.7214 -0.2253 -0.065 0.229 1.043
H 5.5649 -18.1399 -0.6290 0.500 0.246 0.183
H 4.0148 -17.6229 -0.1165 -0.639 -0.273 -0.038
H 5.4639 -17.1414 1.6088 0.230 -0.126 0.269
H 6.0800 -18.8516 1.6433 0.313 0.126 0.439
H 3.8703 -19.3911 2.1763 -0.178 -0.267 -0.033
H 4.0952 -19.8010 -1.1400 -0.009 0.232 0.016
C 11.3010 -19.0201 7.2945 -2.937 -0.775 0.299
C 10.1450 -18.6428 8.2103 1.148 1.676 1.134
O 10.2494 -17.2466 8.4835 -0.067 1.163 -0.058
O 10.9622 -18.5235 6.0191 1.782 0.721 -0.626
H 11.2925 -20.1097 7.3216 0.766 -0.312 -0.273
H 12.1974 -18.5850 7.7365 0.243 -0.088 -0.614
H 10.3171 -19.0158 9.2200 -0.613 -1.196 -0.163
H 9.1466 -18.7301 7.7819 0.142 -0.994 0.053
H 11.0315 -16.9150 8.0362 -0.109 0.235 -0.090
H 10.1149 -18.8623 5.7210 -0.438 -0.531 0.237
C 8.8755 -20.9988 -1.6261 -1.957 -0.127 0.166
C 7.7052 -21.4180 -0.6998 0.911 1.465 -0.209
O 8.2361 -22.1230 0.3976 -0.513 -1.308 -0.105
O 9.3313 -22.0669 -2.3941 -0.206 0.126 -0.569
H 9.6261 -20.5457 -0.9785 0.310 0.078 -0.120
H 8.4569 -20.2630 -2.3127 0.191 0.399 -0.080
H 6.9006 -21.9386 -1.2190 0.284 -0.475 0.057
H 7.2541 -20.5163 -0.2855 -0.212 0.312 -0.174
H 8.4687 -21.4781 1.0697 -0.011 0.815 0.424
H 10.1286 -22.4060 -1.9807 0.103 -0.331 0.498
C 12.0330 -22.8502 5.6808 -1.757 -0.527 -0.844
C 10.6229 -23.0718 6.2557 1.113 -1.320 0.008
O 9.6195 -22.7518 5.3350 -0.609 1.204 0.550
O 12.1828 -23.7122 4.5464 0.810 -0.430 0.514
H 12.7565 -23.1425 6.4419 0.269 0.315 -0.300
H 12.0788 -21.8299 5.3001 0.480 0.380 0.539
H 10.5223 -22.5886 7.2276 -0.457 0.572 -0.255
H 10.5278 -24.1367 6.4679 0.224 -0.253 0.198
H 9.6182 -23.3355 4.5728 0.126 -0.066 -0.229
H 11.5870 -23.4689 3.8341 -0.291 0.170 -0.026
C 13.4990 -24.8280 1.7165 0.566 0.391 0.351
C 14.4009 -25.9034 1.0713 1.295 0.979 0.624
O 15.5523 -25.2416 0.5598 0.094 0.164 -0.253
O 13.2810 -23.6545 0.8704 -1.032 -2.063 -0.371
H 13.9695 -24.4480 2.6233 0.527 -0.164 -0.043
H 12.6128 -25.3043 2.1362 -0.662 0.400 -0.798
H 14.0277 -26.5804 0.3029 -0.768 0.223 0.053
H 14.8604 -26.5066 1.8543 -0.676 -0.322 0.288
H 15.1718 -24.5880 -0.0314 0.147 0.309 -0.550
H 13.7596 -22.8708 1.1503 0.245 0.061 0.679
C 10.4020 -20.3984 2.5045 -0.662 -0.735 1.369
C 10.9429 -21.7855 2.1438 -0.750 0.153 -1.714
O 10.0617 -22.8534 2.4954 0.152 0.004 1.105
O 9.0391 -20.1812 2.0383 1.383 -0.923 -0.440
H 11.0494 -19.5560 2.2608 0.135 -0.244 -0.461
H 10.2882 -20.4161 3.5884 0.323 0.151 0.298
H 11.9277 -22.0136 2.5515 -0.135 0.403 0.213
H 11.0335 -21.9060 1.0642 0.441 0.470 -0.259
H 9.3407 -22.8763 1.8620 -0.023 -0.238 -0.186
H 8.8310 -19.3178 2.4028 -0.393 0.468 -0.253
C 14.0196 -19.1629 -2.0106 -1.431 -0.470 0.263
C 12.8656 -19.5749 -1.0265 0.306 0.079 0.656
O 12.0957 -18.4835 -0.5371 -0.068 0.680 -0.777
O 14.8641 -18.2276 -1.4240 0.565 1.093 0.740
H 13.5211 -18.7119 -2.8686 0.038 0.181 -0.159
H 14.6346 -19.9762 -2.3959 -0.443 -0.563 0.118
H 13.2204 -20.0032 -0.0891 0.574 -0.795 -0.450
H 12.1238 -20.2435 -1.4635 0.404 -0.315 -0.424
H 12.3846 -18.2930 0.3584 -0.098 0.177 0.162
H 15.7623 -18.5556 -1.3396 -0.139 -0.103 -0.080
C 6.3314 -24.3662 2.4348 0.962 1.654 0.289
C 5.6352 -23.0137 2.6280 -0.130 -0.547 -0.356
O 4.3262 -23.1332 2.1149 -0.931 0.293 0.196
O 6.0847 -25.2789 3.4619 -0.450 0.128 0.249
H 7.4009 -24.1561 2.4442 0.465 0.065 -0.278
H 6.0894 -24.8136 1.4708 -0.203 0.335 -0.287
H 6.1109 -22.1881 2.0986 0.308 -0.283 -0.305
H 5.5444 -22.6806 3.6619 0.550 -0.380 0.350
H 3.8597 -23.5036 2.8677 -0.596 -0.182 -0.287
H 6.7259 -25.9466 3.2074 0.085 -1.146 0.429
C 13.4383 -23.2941 -2.5614 -0.916 -0.652 -2.410
C 11.9632 -23.6575 -2.5478 0.060 1.505 0.088
O 11.4066 -23.1283 -1.3424 -0.024 -0.693 -0.674
O 14.1214 -24.3446 -1.9616 1.272 -0.112 1.205
H 13.6334 -22.2756 -2.2256 0.040 -0.412 0.966
H 13.7546 -23.2567 -3.6038 0.080 0.064 -0.489
H 11.8019 -24.7318 -2.6373 0.162 -0.295 0.211
H 11.4427 -23.2468 -3.4130 -0.162 0.412 0.198
H 11.8177 -23.6433 -0.6442 0.158 0.124 0.945
H 13.6712 -25.1408 -2.2531 0.260 -0.176 0.100
C 9.1757 -27.5618 2.9217 -1.319 1.479 1.811
C 10.1063 -26.3501 2.6872 -1.265 -1.762 1.156
O 10.3705 -26.3542 1.3543 1.211 0.643 -1.859
O 7.8332 -27.3211 2.3937 1.404 -0.251 0.406
H 8.9621 -27.5556 3.9906 0.296 -0.599 0.283
H 9.5805 -28.5221 2.6024 0.085 0.170 -0.194
H 11.0066 -26.4411 3.2948 0.224 -0.099 0.036
H 9.5856 -25.4427 2.9931 -0.112 0.127 0.182
H 9.7790 -25.6992 0.9766 -0.168 0.380 -0.717
H 7.9740 -27.3104 1.4441 -0.203 0.175 -0.729
C 7.4575 -20.1058 4.6220 -0.678 -0.314 -0.890
C 6.0902 -20.2263 5.3585 2.483 0.189 0.487
O 6.1281 -21.4207 6.1092 -1.194 -0.644 -0.078
O 8.6153 -20.1465 5.4367 -0.323 1.138 0.912
H 7.4807 -19.1589 4.0827 -0.019 0.162 -0.034
H 7.5982 -20.9054 3.8947 -0.491 -0.060 -0.162
H 5.2217 -20.2149 4.6999 0.237 -0.298 -0.135
H 6.0399 -19.3310 5.9782 -0.321 0.041 0.404
H 6.7984 -21.4591 6.7955 0.152 0.574 -0.175
H 8.9016 -21.0522 5.5760 0.012 -0.684 -0.320
C 8.7603 -26.6611 -1.3270 0.100 -0.344 -0.708
C 8.2832 -25.2612 -1.2933 0.605 0.790 0.032
O 8.6973 -24.6542 -0.0618 -0.236 -1.427 -0.632
O 8.1661 -27.3856 -0.3168 -0.680 -1.293 2.151
H 9.8447 -26.6858 -1.2193 -0.012 -0.380 -0.085
H 8.3520 -27.2256 -2.1653 1.020 0.804 -1.281
H 7.2022 -25.3256 -1.4173 -0.259 0.619 0.106
H 8.7649 -24.7348 -2.1173 -0.364 0.311 -0.266
H 8.3382 -23.7673 0.0163 -0.005 0.576 0.091
H 7.2757 -27.5768 -0.6205 -0.159 -0.171 0.286
```
Positions in Å, forces in eV/Å.

multiplicity	1
relative energy (zero: lowest compared OMol25 entry of this formula, charge and spin)	310.4	kJ/mol
lowest unoccupied orbital energy	0.002	Ha
frontier orbital gap	0.3436	hartree

Löwdin atomic charge list, values in e, 4 entries: C -0.214; C -0.154; O -0.091; O -0.061